[1]
Molecular formula: C3H4N2O2
Method: DFT, ωB97M-V/def2-TZVPD

SMILES   Cn1ncoc1=O
Lowest unoccupied orbital energy   0.9 eV
HOMO-LUMO gap   10.6 eV

Positions of all 11 atoms, in Å:
C 0.203 0.392 1.493
N 0.530 -0.159 0.176
N 0.611 0.860 -0.776
C -0.171 0.501 -1.714
O -0.791 -0.686 -1.538
C -0.188 -1.220 -0.376
O -0.236 -2.375 -0.076
H 1.058 0.969 1.846
H -0.659 1.066 1.394
H -0.038 -0.402 2.201
H -0.320 1.054 -2.630

[2]
Molecular formula: C3H4N2O2S
Method: DFT, ωB97M-V/def2-TZVPD

SMILES   OCC1=NOC=NS1
Lowest unoccupied orbital energy   0.4 eV
HOMO-LUMO gap   9.6 eV

Positions of all 12 atoms, in Å:
O -1.147 1.839 -1.319
C 0.118 1.298 -1.261
C 0.110 0.066 -0.391
N -0.912 -0.031 0.383
O -0.935 -1.173 1.218
C 0.231 -1.594 1.712
N 1.386 -1.693 1.183
S 1.505 -1.005 -0.431
H -1.738 1.410 -0.555
H 0.915 1.935 -0.897
H 0.430 0.991 -2.315
H 0.036 -2.043 2.673

[3]
Molecular formula: C3H4N2O2S
Method: DFT, ωB97M-V/def2-TZVPD

SMILES   Nc1co/c(=N\S)o1
Lowest unoccupied orbital energy   0.7 eV
HOMO-LUMO gap   8.7 eV

Positions of all 12 atoms, in Å:
N -1.376 2.114 -0.289
C -0.762 0.884 -0.368
C -0.757 -0.151 -1.211
O 0.292 -1.030 -0.716
C 0.761 -0.473 0.420
N 1.657 -0.940 1.130
S 2.156 -2.513 0.762
O 0.144 0.757 0.611
H -1.553 2.350 0.681
H -2.291 2.123 -0.725
H -1.349 -0.531 -2.011
H 3.079 -2.591 1.716

[4]
Molecular formula: C3H4N2O2S
Method: DFT, ωB97M-V/def2-TZVPD

Lowest unoccupied orbital energy (spin up / spin down)   -1.3 / -1.8 eV
HOMO-LUMO gap (spin up / spin down)   7.5 / 7.0 eV

Positions of all 12 atoms, in Å:
C 1.316 0.743 0.277
C -0.003 0.880 0.525
C 0.840 -1.407 -0.360
N 1.665 -0.476 -0.297
N -0.851 -0.113 0.335
O -2.789 0.769 -1.080
O -3.138 -1.087 0.447
S -2.567 0.207 0.248
H 1.881 1.551 0.209
H -0.240 1.840 0.953
H 1.135 -2.270 -0.868
H 2.751 -0.639 -0.388

What did the fourth record say?
Molecular formula: C3H4N2O2S
Method: DFT, ωB97M-V/def2-TZVPD

Lowest unoccupied orbital energy (spin up / spin down)   -1.3 / -1.8 eV
HOMO-LUMO gap (spin up / spin down)   7.5 / 7.0 eV

Positions of all 12 atoms, in Å:
C 1.316 0.743 0.277
C -0.003 0.880 0.525
C 0.840 -1.407 -0.360
N 1.665 -0.476 -0.297
N -0.851 -0.113 0.335
O -2.789 0.769 -1.080
O -3.138 -1.087 0.447
S -2.567 0.207 0.248
H 1.881 1.551 0.209
H -0.240 1.840 0.953
H 1.135 -2.270 -0.868
H 2.751 -0.639 -0.388

Please write out number 3 again, unchanged.
Molecular formula: C3H4N2O2S
Method: DFT, ωB97M-V/def2-TZVPD

SMILES   Nc1co/c(=N\S)o1
Lowest unoccupied orbital energy   0.7 eV
HOMO-LUMO gap   8.7 eV

Positions of all 12 atoms, in Å:
N -1.376 2.114 -0.289
C -0.762 0.884 -0.368
C -0.757 -0.151 -1.211
O 0.292 -1.030 -0.716
C 0.761 -0.473 0.420
N 1.657 -0.940 1.130
S 2.156 -2.513 0.762
O 0.144 0.757 0.611
H -1.553 2.350 0.681
H -2.291 2.123 -0.725
H -1.349 -0.531 -2.011
H 3.079 -2.591 1.716

Q: Number 3 is which compound?
A: C3H4N2O2S